1.
This record from the OMol25 dataset describes a molecular structure, C62H78BClF5N2O4SSeTl. The level of theory is ωB97M-V/def2-TZVPD.

gap between HOMO and LUMO = 5.632 eV
highest occupied orbital energy = -1.9 eV
charge = -2
E_LUMO = 0.1381 Eh
relative energy (zero: lowest compared OMol25 entry of this formula, charge and spin) = 1.039 eV

Geometry (Å):
Tl (0.413, 0.069, -0.840)
C (-1.008, -6.979, 2.263)
C (-1.860, -5.741, 2.574)
C (-2.106, -5.667, 4.088)
C (-3.212, -5.904, 1.880)
C (-1.128, -4.486, 2.107)
C (-1.647, -3.600, 1.176)
C (-0.914, -2.494, 0.770)
Se (-1.822, -1.274, -0.407)
C (-2.492, -0.131, 0.974)
C (-3.688, -0.498, 1.569)
C (-4.197, 0.224, 2.631)
C (-3.431, 1.308, 3.061)
C (-2.230, 1.711, 2.498)
C (-1.737, 1.005, 1.355)
O (-0.662, 1.369, 0.716)
C (-1.547, 2.947, 3.104)
C (-1.661, 2.922, 4.640)
C (-0.048, 3.074, 2.795)
C (-2.275, 4.193, 2.583)
C (-5.526, -0.101, 3.308)
C (-6.163, -1.364, 2.727)
C (-5.311, -0.326, 4.810)
C (-6.502, 1.066, 3.106)
C (0.392, -2.212, 1.241)
O (1.137, -1.266, 0.758)
C (0.876, -3.053, 2.278)
C (0.125, -4.164, 2.634)
C (2.216, -2.813, 3.007)
C (2.732, -1.365, 2.933)
C (2.055, -3.130, 4.507)
C (3.284, -3.743, 2.419)
H (-1.528, -7.891, 2.572)
H (-0.803, -7.043, 1.193)
H (-0.050, -6.943, 2.784)
H (-2.636, -6.559, 4.436)
H (-1.168, -5.593, 4.640)
H (-2.707, -4.789, 4.334)
H (-3.708, -6.804, 2.251)
H (-3.869, -5.054, 2.076)
H (-3.098, -6.002, 0.799)
H (-2.630, -3.750, 0.750)
H (-4.210, -1.364, 1.184)
H (-3.813, 1.886, 3.894)
H (-1.315, 1.965, 5.037)
H (-1.039, 3.715, 5.063)
H (-2.679, 3.088, 4.993)
H (0.500, 2.191, 3.132)
H (0.146, 3.187, 1.734)
H (0.339, 3.946, 3.333)
H (-3.313, 4.204, 2.927)
H (-1.784, 5.107, 2.931)
H (-2.288, 4.199, 1.497)
H (-5.502, -2.227, 2.829)
H (-7.092, -1.584, 3.260)
H (-6.403, -1.241, 1.670)
H (-4.611, -1.147, 4.978)
H (-4.901, 0.563, 5.293)
H (-6.258, -0.571, 5.301)
H (-6.683, 1.233, 2.043)
H (-7.459, 0.857, 3.595)
H (-6.101, 1.991, 3.524)
H (0.539, -4.828, 3.384)
H (1.984, -0.660, 3.305)
H (3.626, -1.284, 3.561)
H (2.985, -1.064, 1.919)
H (1.194, -2.603, 4.922)
H (1.929, -4.196, 4.706)
H (2.950, -2.805, 5.042)
H (3.457, -3.508, 1.368)
H (4.231, -3.625, 2.956)
H (2.973, -4.788, 2.488)
F (-2.883, 2.298, -7.141)
C (-3.223, 1.957, -5.867)
C (-2.370, 2.217, -4.807)
F (-2.457, 4.898, -4.777)
C (-2.803, 1.839, -3.548)
F (-1.948, 2.109, -2.535)
C (-4.019, 1.216, -3.231)
S (-4.499, 0.804, -1.617)
C (-4.806, 0.969, -4.366)
F (-6.001, 0.364, -4.244)
C (-4.431, 1.329, -5.652)
F (-5.249, 1.069, -6.697)
C (-0.176, 5.171, -0.499)
C (0.873, 4.509, -1.384)
C (2.072, 5.437, -1.586)
C (0.280, 4.070, -2.707)
C (-0.610, 4.813, -3.353)
C (-1.134, 4.447, -4.695)
C (-1.056, 2.939, -5.023)
C (0.100, 2.230, -4.356)
C (0.531, 0.916, -4.972)
C (-0.611, -0.092, -5.096)
C (1.200, 1.132, -6.334)
C (0.724, 2.796, -3.319)
N (1.887, 2.217, -2.727)
B (2.014, 1.225, -1.733)
N (3.399, 1.064, -1.493)
C (4.079, 1.932, -2.367)
C (3.174, 2.607, -3.109)
C (4.130, 0.295, -0.535)
C (4.382, -1.058, -0.775)
C (5.260, -1.708, 0.090)
C (5.829, -1.054, 1.169)
C (5.505, 0.270, 1.425)
C (4.648, 0.965, 0.580)
C (4.237, 2.387, 0.913)
C (5.435, 3.318, 1.093)
C (3.336, 2.389, 2.151)
C (3.759, -1.816, -1.935)
C (4.776, -2.043, -3.052)
C (3.158, -3.145, -1.477)
H (0.220, 5.318, 0.508)
H (-1.067, 4.550, -0.430)
H (-0.468, 6.149, -0.888)
H (1.227, 3.615, -0.862)
H (1.742, 6.363, -2.066)
H (2.842, 4.982, -2.213)
H (2.527, 5.690, -0.625)
H (-0.961, 5.756, -2.952)
H (-0.607, 5.013, -5.474)
H (-0.850, 2.883, -6.093)
H (1.282, 0.473, -4.317)
H (-1.327, 0.202, -5.865)
H (-1.150, -0.205, -4.154)
H (-0.195, -1.065, -5.353)
H (0.476, 1.457, -7.086)
H (1.633, 0.192, -6.681)
H (1.998, 1.876, -6.278)
H (5.155, 1.982, -2.376)
H (3.332, 3.347, -3.877)
H (5.491, -2.752, -0.085)
H (6.504, -1.585, 1.829)
H (5.910, 0.764, 2.301)
H (3.645, 2.774, 0.082)
H (6.065, 3.001, 1.927)
H (5.095, 4.334, 1.300)
H (6.055, 3.342, 0.195)
H (3.891, 2.072, 3.039)
H (2.494, 1.707, 2.021)
H (2.936, 3.389, 2.335)
H (2.948, -1.223, -2.354)
H (5.613, -2.653, -2.696)
H (5.179, -1.097, -3.421)
H (4.293, -2.562, -3.881)
H (3.929, -3.820, -1.091)
H (2.675, -3.627, -2.326)
H (2.411, -2.983, -0.700)
Cl (0.400, -5.397, -4.140)
C (-0.235, -3.970, -3.255)
C (0.718, -2.772, -3.173)
O (1.702, -2.685, -3.901)
O (0.319, -1.953, -2.290)
H (-0.490, -4.296, -2.250)
H (-1.142, -3.651, -3.765)


2.
This record from the OMol25 dataset describes 3 unconnected molecules or ions with the total composition C24H42N4O6S. The level of theory is ωB97M-V/def2-TZVPD.

gap between HOMO and LUMO = 7.650 eV
SMILES = CNCc1c(S(C)(=O)=O)ccc2c1C(=O)C=C(CCCN)C2=O.COC[C@@H](C)N.COC[C@@H](C)N
highest occupied orbital energy = -8.8 eV
E_LUMO = -0.0405 Eh
relative energy (zero: lowest compared OMol25 entry of this formula, charge and spin) = 0.249 eV

Geometry (Å):
C (-6.971, 0.759, 0.323)
N (-6.003, 1.832, 0.545)
C (-4.795, 1.391, 1.244)
C (-3.563, 2.085, 0.705)
C (-2.888, 3.068, 1.448)
S (-3.372, 3.437, 3.129)
C (-2.028, 4.353, 3.827)
O (-3.467, 2.232, 3.913)
O (-4.528, 4.296, 3.059)
C (-1.861, 3.838, 0.902)
C (-1.441, 3.604, -0.394)
C (-2.014, 2.563, -1.102)
C (-3.063, 1.813, -0.566)
C (-3.531, 0.668, -1.411)
O (-4.650, 0.216, -1.396)
C (-2.503, 0.072, -2.311)
C (-1.519, 0.801, -2.847)
C (-0.487, 0.294, -3.798)
C (0.880, 0.149, -3.116)
C (0.986, -1.109, -2.259)
N (1.957, -0.904, -1.184)
C (-1.454, 2.234, -2.448)
O (-0.949, 3.081, -3.150)
H (-6.505, -0.029, -0.262)
H (-7.357, 0.329, 1.255)
H (-7.806, 1.145, -0.259)
H (-6.449, 2.521, 1.138)
H (-4.885, 1.597, 2.304)
H (-4.661, 0.310, 1.168)
H (-1.076, 3.983, 3.455)
H (-2.154, 5.410, 3.619)
H (-2.073, 4.139, 4.891)
H (-1.391, 4.627, 1.466)
H (-0.652, 4.195, -0.835)
H (-2.651, -0.969, -2.568)
H (-0.822, -0.665, -4.197)
H (-0.406, 0.981, -4.639)
H (1.049, 1.012, -2.466)
H (1.672, 0.170, -3.862)
H (-0.015, -1.359, -1.881)
H (1.331, -1.949, -2.857)
H (2.172, -1.784, -0.732)
H (1.570, -0.299, -0.469)
C (-0.594, 0.710, 4.435)
O (0.370, 1.749, 4.538)
C (1.627, 1.369, 5.059)
C (2.594, 0.789, 4.019)
C (2.270, -0.642, 3.603)
N (2.697, 1.621, 2.818)
H (-0.513, 0.000, 5.263)
H (-0.498, 0.173, 3.487)
H (-1.576, 1.173, 4.464)
H (2.067, 2.286, 5.460)
H (1.492, 0.674, 5.898)
H (3.581, 0.779, 4.492)
H (1.411, -0.678, 2.932)
H (3.117, -1.074, 3.070)
H (2.054, -1.269, 4.470)
H (3.035, 2.545, 3.068)
H (1.758, 1.772, 2.460)
C (2.331, -4.705, -2.786)
O (3.161, -3.559, -2.785)
C (4.507, -3.779, -2.408)
C (5.418, -4.262, -3.543)
C (5.227, -5.730, -3.910)
N (5.294, -3.447, -4.754)
H (2.612, -5.399, -1.988)
H (2.358, -5.232, -3.743)
H (1.308, -4.369, -2.613)
H (4.870, -2.807, -2.066)
H (4.549, -4.466, -1.552)
H (6.443, -4.144, -3.178)
H (4.313, -5.883, -4.485)
H (6.057, -6.071, -4.526)
H (5.181, -6.359, -3.019)
H (5.540, -2.484, -4.545)
H (4.313, -3.416, -5.015)


3.
This record from the OMol25 dataset describes 2 unconnected molecules or ions with the total composition C37H35BO6 at a distorted geometry. The level of theory is ωB97M-V/def2-TZVPD.

gap between HOMO and LUMO = 2.784 eV
highest occupied orbital energy = -5.9 eV
E_LUMO = -0.1132 Eh
relative energy (zero: lowest compared OMol25 entry of this formula, charge and spin) = 0.251 eV

Geometry (Å):
C (-5.184, 5.042, -1.423)
C (-4.290, 4.213, -0.623)
C (-3.765, 4.293, 0.649)
C (-3.030, 3.080, 0.864)
C (-3.142, 2.314, -0.263)
B (-2.815, 0.752, -0.585)
C (-2.119, 0.136, 0.671)
C (-0.814, -0.187, 0.875)
C (-0.694, -0.699, 2.207)
C (-1.946, -0.633, 2.762)
C (-2.426, -0.943, 4.096)
O (-2.832, -0.150, 1.824)
C (-4.092, -0.162, -0.717)
C (-5.427, 0.131, -0.682)
C (-6.159, -1.098, -0.762)
C (-5.223, -2.091, -0.844)
C (-5.366, -3.536, -0.973)
O (-3.953, -1.537, -0.805)
C (-2.078, 1.072, -1.932)
C (-2.353, 0.609, -3.190)
C (-1.596, 1.397, -4.119)
C (-0.887, 2.298, -3.364)
C (0.034, 3.361, -3.730)
O (-1.168, 2.103, -2.029)
O (-3.886, 3.019, -1.186)
H (-5.350, 5.986, -0.889)
H (-4.699, 5.248, -2.391)
H (-6.169, 4.584, -1.618)
H (-3.871, 5.079, 1.379)
H (-2.500, 2.788, 1.770)
H (-0.025, -0.078, 0.135)
H (0.198, -1.070, 2.687)
H (-1.592, -1.352, 4.679)
H (-2.797, -0.054, 4.623)
H (-3.221, -1.698, 4.071)
H (-5.848, 1.124, -0.582)
H (-7.243, -1.209, -0.741)
H (-6.432, -3.788, -0.939)
H (-4.970, -3.891, -1.931)
H (-4.870, -4.071, -0.155)
H (-3.037, -0.197, -3.439)
H (-1.599, 1.325, -5.196)
H (0.229, 3.283, -4.804)
H (-0.388, 4.358, -3.540)
H (0.988, 3.275, -3.198)
C (3.233, -4.599, 5.285)
C (2.496, -3.264, 5.112)
C (2.918, -2.821, 3.736)
C (3.893, -3.738, 3.279)
O (4.146, -4.759, 4.143)
C (4.434, -3.661, 1.991)
C (3.932, -2.709, 1.152)
C (3.013, -1.687, 1.589)
C (2.743, -0.554, 0.742)
C (3.748, -0.040, -0.129)
C (3.423, 0.618, -1.363)
C (4.438, 0.852, -2.278)
C (5.767, 0.478, -1.960)
O (6.667, 0.680, -2.954)
C (5.945, 1.283, -4.080)
C (4.474, 1.429, -3.667)
C (6.135, -0.040, -0.708)
C (5.137, -0.217, 0.203)
C (2.506, -1.789, 2.921)
H (3.846, -4.648, 6.190)
H (2.546, -5.456, 5.272)
H (1.412, -3.411, 5.215)
H (2.835, -2.551, 5.877)
H (5.203, -4.374, 1.715)
H (4.301, -2.676, 0.131)
H (1.789, -0.047, 0.797)
H (2.387, 0.872, -1.596)
H (6.432, 2.243, -4.288)
H (6.096, 0.621, -4.939)
H (3.830, 0.876, -4.362)
H (4.204, 2.494, -3.682)
H (7.178, -0.277, -0.537)
H (5.405, -0.562, 1.201)
H (1.896, -0.988, 3.352)


| no. | molecular weight (g/mol) | calculated total energy (hartree) |
| --- | --- | --- |
| 1 | 1371.98 | -6776.49972 |
| 2 | 514.69 | -2008.26029 |
| 3 | 586.49 | -1907.03424 |